{"formula": "C2HIN2OS", "method": "ωB97M-V/def2-TZVPD", "elements": ["C", "C", "N", "N", "O", "S", "I", "H"], "xyz": [[0.3083, -0.2074, -1.4737], [-0.9515, -0.4339, 1.3166], [1.5075, -0.3842, -1.4706], [-0.8711, 0.6966, 1.7152], [-1.1029, -1.5415, 1.0993], [2.8530, -1.0381, -1.0013], [-1.0305, 1.3002, -1.7541], [-0.7128, 1.6083, 1.5686]], "forces_ev_per_a": [[2.56, 0.68, -0.76], [0.17, 3.84, 1.29], [-3.80, -0.31, 0.96], [-0.64, -4.26, 0.73], [-0.21, -2.86, -0.86], [1.04, 0.01, -0.25], [0.19, -0.31, -0.19], [0.69, 3.21, -0.91]], "smiles": "[S-][N+]#CI.N=C=O", "fmax_ev_per_a": 4.4, "de_lowest_kj_mol": 260.07, "total_energy_ha": -957.3534, "homo_ev": -8.71, "homo_lumo_gap_ev": 7.22}